1.
Molecular formula: C34H25CoN6OS3Se
Method: DFT, wB97M-V/def2-TZVPD

Properties
Relative energy (zero: lowest compared OMol25 entry of this formula, charge and spin), kJ/mol: 24.2
HOMO-LUMO gap (spin up / spin down), eV: 4.28 / 4.30
⟨S²⟩: 0.76
HOMO energy (spin up / spin down), eV: -3.15 / -3.17
Charge: -1
Multiplicity: 2

```
71
Properties=species:S:1:pos:R:3:lowdin_spin:R:1
Co -0.6643 -0.8670 -0.3690 0.97
C 0.0190 3.0263 1.0306 0.00
C -0.3245 1.5618 1.0780 0.00
N -0.8923 0.9864 0.0663 0.00
N -1.3495 1.8755 -0.9235 0.00
C -1.5184 1.3299 -2.0733 0.00
S -1.1896 -0.3102 -2.4969 -0.01
S -2.1414 2.3336 -3.3875 0.00
C -2.7809 3.7646 -2.4776 0.00
C -1.7796 4.8445 -2.1648 0.00
C -1.1309 5.5293 -3.1896 0.00
C -0.2351 6.5482 -2.9053 0.00
C 0.0241 6.9006 -1.5855 0.00
C -0.6203 6.2257 -0.5585 0.00
C -1.5150 5.2032 -0.8493 0.00
C -0.0510 0.8303 2.3167 0.00
C 0.1364 1.5678 3.4982 0.00
C 0.3233 0.9679 4.7241 0.00
C 0.3504 -0.4300 4.7921 0.00
C 0.1974 -1.1860 3.6560 0.00
C 0.0006 -0.5892 2.3840 0.00
O -0.0849 -1.3599 1.3520 -0.01
H 0.0715 3.3678 0.0039 0.00
H 0.9880 3.1678 1.5047 0.00
H -0.7291 3.6314 1.5555 0.00
H -3.2456 3.3866 -1.5696 0.00
H -3.5578 4.1505 -3.1413 0.00
H -1.3218 5.2456 -4.2196 0.00
H 0.2662 7.0670 -3.7138 0.00
H 0.7326 7.6886 -1.3596 0.00
H -0.4167 6.4873 0.4733 0.00
H -2.0020 4.6596 -0.0475 0.00
H 0.1180 2.6486 3.4472 0.00
H 0.4494 1.5677 5.6170 0.00
H 0.4995 -0.9212 5.7488 0.00
H 0.2399 -2.2690 3.6882 0.00
S -3.0940 -7.8683 -0.0460 0.00
N -3.8927 -6.5111 0.3157 0.00
C -3.0713 -5.5152 0.0615 0.00
C -3.3734 -4.1024 0.2419 0.00
C -4.5933 -3.6267 0.7275 0.00
C -4.7729 -2.2724 0.8534 0.00
C -3.7245 -1.4266 0.4907 0.00
N -2.5688 -1.8692 0.0386 0.04
C -2.3830 -3.1852 -0.0881 0.00
C -1.0684 -3.6260 -0.5941 0.00
N -0.1787 -2.6660 -0.8711 0.00
C 1.0345 -2.9893 -1.2970 0.00
C 1.4165 -4.3199 -1.4819 0.00
C 0.5124 -5.3163 -1.2162 0.00
C -0.7625 -4.9679 -0.7610 0.00
C -1.7974 -5.9371 -0.4293 0.00
N -1.6861 -7.2441 -0.5350 0.00
H -5.3694 -4.3340 0.9930 0.00
H -5.7014 -1.8597 1.2239 0.00
H -3.8216 -0.3485 0.5685 0.00
H 1.7136 -2.1499 -1.4642 0.00
H 2.4185 -4.5414 -1.8222 0.00
H 0.7644 -6.3628 -1.3362 0.00
Se 2.4450 0.3014 -0.6441 0.01
C 4.2784 -0.1656 -0.4292 0.00
C 5.0444 0.3568 0.6256 0.00
C 6.3932 0.0516 0.7647 0.00
C 7.0284 -0.7939 -0.1394 0.00
C 6.2839 -1.3341 -1.1814 0.00
C 4.9346 -1.0277 -1.3227 0.00
H 4.5582 1.0101 1.3399 0.00
H 6.9557 0.4792 1.5888 0.00
H 8.0827 -1.0252 -0.0352 0.00
H 6.7616 -1.9972 -1.8971 0.00
H 4.3679 -1.4474 -2.1466 0.00
```

2.
Molecular formula: C34H26Cl2N5O3SW
Method: DFT, wB97M-V/def2-TZVPD

Properties
Relative energy (zero: lowest compared OMol25 entry of this formula, charge and spin), kJ/mol: 0.0
HOMO-LUMO gap (spin up / spin down), eV: 5.45 / 5.45
HOMO energy (spin up / spin down), eV: -16.23 / -16.24
Charge: +3
Multiplicity: 1

```
72
Properties=species:S:1:pos:R:3:lowdin_charge:R:1
W -0.0209 -0.1882 -0.1944 1.79
C 0.3686 -0.2939 -3.1793 -0.07
N -0.7907 0.1144 -2.3298 -0.22
C -1.1450 1.5556 -2.5122 -0.07
C -1.9493 1.9833 -1.3208 -0.21
C -2.9311 2.9539 -1.4111 0.04
C -3.6788 3.2721 -0.2891 0.02
C -3.4397 2.5828 0.8925 0.01
C -2.4414 1.6349 0.9177 -0.10
N -1.6832 1.3513 -0.1575 -0.02
C -1.9653 -0.7265 -2.7307 -0.06
C -2.7282 -1.2537 -1.5611 -0.23
C -4.0048 -1.7610 -1.7335 0.03
C -4.6747 -2.2844 -0.6424 0.02
C -4.0381 -2.2712 0.5903 0.01
C -2.7659 -1.7505 0.6816 -0.08
N -2.1011 -1.2518 -0.3794 0.00
C 0.6923 -1.7023 -2.7595 -0.26
C 1.2031 -2.6630 -3.6031 0.04
C 1.3920 -3.9520 -3.1178 0.03
C 1.0305 -4.2391 -1.8105 0.01
C 0.5334 -3.2281 -1.0130 -0.09
N 0.3778 -1.9765 -1.4732 -0.09
H 1.2003 0.3909 -3.0117 0.13
H 0.1032 -0.2426 -4.2374 0.16
H -1.7241 1.6790 -3.4281 0.15
H -0.2389 2.1518 -2.6080 0.12
H -3.1095 3.4455 -2.3582 0.14
H -4.4497 4.0295 -0.3409 0.14
H -4.0175 2.7743 1.7855 0.13
H -2.2302 1.0818 1.8227 0.12
H -1.6153 -1.5691 -3.3281 0.15
H -2.6230 -0.1434 -3.3748 0.15
H -4.4594 -1.7442 -2.7153 0.14
H -5.6725 -2.6888 -0.7482 0.14
H -4.5185 -2.6587 1.4772 0.13
H -2.2558 -1.7367 1.6310 0.12
H 1.4388 -2.4101 -4.6282 0.14
H 1.7973 -4.7231 -3.7593 0.14
H 1.1367 -5.2339 -1.4023 0.13
H 0.2645 -3.3998 0.0204 0.10
Cl 0.1727 -3.9516 3.0119 0.83
C 0.4379 -2.3136 3.4035 -0.55
C 0.8164 -1.9373 4.7045 -0.07
C 1.0132 -0.6188 5.0399 -0.57
Cl 1.4794 -0.2091 6.6286 0.84
C 0.8424 0.4177 4.0735 -0.14
C 1.0174 1.7966 4.2749 0.06
C 0.8258 2.6582 3.2154 0.02
C 0.4577 2.1654 1.9660 -0.06
N 0.2740 0.8633 1.7420 -0.04
C 0.4811 0.0107 2.7802 -0.18
C 0.2848 -1.3329 2.4453 -0.37
O -0.1751 -1.5130 1.1952 -0.37
H 0.9513 -2.7073 5.4520 0.13
H 1.3026 2.1714 5.2494 0.13
H 0.9623 3.7234 3.3350 0.13
H 0.3061 2.8346 1.1298 0.13
O 1.7413 2.8870 -2.1173 0.17
C 1.9185 2.1164 -1.2203 -0.47
O 0.8305 1.3995 -0.7646 -0.34
C 3.1554 1.8431 -0.4969 -0.15
C 4.1754 2.7930 -0.5520 0.03
C 5.3672 2.5719 0.1123 -0.01
C 5.5548 1.3842 0.8158 -0.01
C 4.5619 0.4201 0.8504 -0.08
C 3.3478 0.6426 0.1996 -0.48
S 2.2484 -0.7270 0.2032 0.95
H 4.0102 3.7008 -1.1168 0.14
H 6.1529 3.3135 0.0775 0.13
H 6.4888 1.2017 1.3299 0.13
H 4.7312 -0.5133 1.3721 0.12
```

3.
Molecular formula: C34H26ClF3O12P2
Method: DFT, wB97M-V/def2-TZVPD

Properties
SMILES: CP(O)#P(CC(=O)Cl)C(F)(F)F.O=C1C=CC(=O)C=C1.O=C1C=CC(=O)C=C1.O=C1C=CC(=O)C=C1.O=C1C=CC(=O)C=C1.O=C1C=CC(=O)C=C1
HOMO-LUMO gap, eV: 6.76
HOMO energy, eV: -8.73
Multiplicity: 1

```
78
Properties=species:S:1:pos:R:3:lowdin_charge:R:1
C -4.6729 1.4547 -2.7152 -0.29
P -3.2050 0.8804 -1.7621 0.71
O -2.3602 -0.1536 -2.7431 -0.39
P -3.7966 -0.3315 -0.0344 0.92
C -5.3653 -1.3194 -0.2668 -0.36
C -6.6751 -0.6413 -0.5828 -0.82
O -7.3783 -1.0096 -1.4991 0.02
Cl -7.2444 0.7185 0.4056 0.71
C -4.1114 1.0167 1.2492 -0.85
F -4.5395 2.1924 0.7778 0.05
F -2.9269 1.2834 1.8453 0.05
F -4.9281 0.5927 2.2158 0.06
H -5.4371 1.7968 -2.0285 0.02
H -5.0265 0.6859 -3.3839 0.01
H -4.3562 2.2981 -3.3131 0.03
H -2.6294 -1.0504 -2.5299 0.01
H -5.1743 -1.9280 -1.1320 0.04
H -5.4647 -1.9838 0.5820 0.09
O -4.8267 -1.6065 -3.3431 0.05
C -5.1608 -2.2452 -4.3241 -0.35
C -6.2665 -3.2276 -4.2575 0.03
C -6.6292 -3.9244 -5.3309 0.03
C -5.9431 -3.7430 -6.6359 -0.38
O -6.2739 -4.3755 -7.6130 0.12
C -4.8359 -2.7538 -6.6969 0.03
C -4.4744 -2.0575 -5.6228 0.03
H -6.7554 -3.3382 -3.2980 0.12
H -7.4336 -4.6482 -5.3087 0.12
H -4.3490 -2.6363 -7.6563 0.12
H -3.6713 -1.3307 -5.6418 0.13
O -1.2496 -2.6054 0.9362 0.07
C -0.9260 -2.6501 2.1030 -0.38
C -1.1213 -1.4902 3.0028 0.01
C -0.7589 -1.5402 4.2823 0.01
C -0.1461 -2.7582 4.8629 -0.40
O 0.1879 -2.8044 6.0282 0.10
C 0.0510 -3.9219 3.9615 0.02
C -0.3107 -3.8719 2.6823 0.02
H -1.5640 -0.6114 2.5599 0.09
H -0.8894 -0.7016 4.9551 0.13
H 0.5027 -4.8008 4.4039 0.12
H -0.1748 -4.7072 2.0070 0.12
O 1.9541 1.4740 -3.9822 0.11
C 2.1215 0.3916 -3.4634 -0.38
C 0.9899 -0.3690 -2.8776 0.03
C 1.1800 -1.5561 -2.3065 0.03
C 2.5276 -2.1706 -2.2337 -0.39
O 2.7023 -3.2529 -1.7152 0.10
C 3.6598 -1.4101 -2.8212 0.02
C 3.4718 -0.2234 -3.3914 0.02
H 0.0123 0.0925 -2.9358 0.09
H 0.3692 -2.1251 -1.8681 0.12
H 4.6350 -1.8759 -2.7570 0.12
H 4.2827 0.3475 -3.8256 0.12
O 0.9448 0.4580 1.8151 0.10
C 1.7586 1.0042 2.5283 -0.38
C 2.4701 0.2535 3.5943 0.02
C 3.3600 0.8512 4.3809 0.03
C 3.6792 2.2924 4.2232 -0.38
O 4.4941 2.8351 4.9407 0.09
C 2.9692 3.0420 3.1587 0.02
C 2.0785 2.4433 2.3726 0.03
H 2.2226 -0.7963 3.6909 0.12
H 3.8893 0.3243 5.1648 0.12
H 3.2196 4.0892 3.0600 0.12
H 1.5492 2.9697 1.5886 0.13
O 5.6726 4.2770 1.8146 0.10
C 6.8067 4.4077 2.2264 -0.37
C 7.7642 5.3231 1.5575 0.02
C 9.0080 5.4660 2.0061 0.02
C 9.4898 4.7175 3.1951 -0.39
O 10.6230 4.8507 3.6025 0.11
C 8.5308 3.8028 3.8623 0.03
C 7.2865 3.6594 3.4136 0.03
H 7.3927 5.8594 0.6936 0.12
H 9.7235 6.1270 1.5339 0.12
H 8.9011 3.2668 4.7267 0.12
H 6.5706 3.0014 3.8862 0.10
```

Which value of multiplicity does entry 2 give?
1

What did the first record say?
Molecular formula: C34H25CoN6OS3Se
Method: DFT, wB97M-V/def2-TZVPD

Properties
Relative energy (zero: lowest compared OMol25 entry of this formula, charge and spin), kJ/mol: 24.2
HOMO-LUMO gap (spin up / spin down), eV: 4.28 / 4.30
⟨S²⟩: 0.76
HOMO energy (spin up / spin down), eV: -3.15 / -3.17
Charge: -1
Multiplicity: 2

```
71
Properties=species:S:1:pos:R:3:lowdin_spin:R:1
Co -0.6643 -0.8670 -0.3690 0.97
C 0.0190 3.0263 1.0306 0.00
C -0.3245 1.5618 1.0780 0.00
N -0.8923 0.9864 0.0663 0.00
N -1.3495 1.8755 -0.9235 0.00
C -1.5184 1.3299 -2.0733 0.00
S -1.1896 -0.3102 -2.4969 -0.01
S -2.1414 2.3336 -3.3875 0.00
C -2.7809 3.7646 -2.4776 0.00
C -1.7796 4.8445 -2.1648 0.00
C -1.1309 5.5293 -3.1896 0.00
C -0.2351 6.5482 -2.9053 0.00
C 0.0241 6.9006 -1.5855 0.00
C -0.6203 6.2257 -0.5585 0.00
C -1.5150 5.2032 -0.8493 0.00
C -0.0510 0.8303 2.3167 0.00
C 0.1364 1.5678 3.4982 0.00
C 0.3233 0.9679 4.7241 0.00
C 0.3504 -0.4300 4.7921 0.00
C 0.1974 -1.1860 3.6560 0.00
C 0.0006 -0.5892 2.3840 0.00
O -0.0849 -1.3599 1.3520 -0.01
H 0.0715 3.3678 0.0039 0.00
H 0.9880 3.1678 1.5047 0.00
H -0.7291 3.6314 1.5555 0.00
H -3.2456 3.3866 -1.5696 0.00
H -3.5578 4.1505 -3.1413 0.00
H -1.3218 5.2456 -4.2196 0.00
H 0.2662 7.0670 -3.7138 0.00
H 0.7326 7.6886 -1.3596 0.00
H -0.4167 6.4873 0.4733 0.00
H -2.0020 4.6596 -0.0475 0.00
H 0.1180 2.6486 3.4472 0.00
H 0.4494 1.5677 5.6170 0.00
H 0.4995 -0.9212 5.7488 0.00
H 0.2399 -2.2690 3.6882 0.00
S -3.0940 -7.8683 -0.0460 0.00
N -3.8927 -6.5111 0.3157 0.00
C -3.0713 -5.5152 0.0615 0.00
C -3.3734 -4.1024 0.2419 0.00
C -4.5933 -3.6267 0.7275 0.00
C -4.7729 -2.2724 0.8534 0.00
C -3.7245 -1.4266 0.4907 0.00
N -2.5688 -1.8692 0.0386 0.04
C -2.3830 -3.1852 -0.0881 0.00
C -1.0684 -3.6260 -0.5941 0.00
N -0.1787 -2.6660 -0.8711 0.00
C 1.0345 -2.9893 -1.2970 0.00
C 1.4165 -4.3199 -1.4819 0.00
C 0.5124 -5.3163 -1.2162 0.00
C -0.7625 -4.9679 -0.7610 0.00
C -1.7974 -5.9371 -0.4293 0.00
N -1.6861 -7.2441 -0.5350 0.00
H -5.3694 -4.3340 0.9930 0.00
H -5.7014 -1.8597 1.2239 0.00
H -3.8216 -0.3485 0.5685 0.00
H 1.7136 -2.1499 -1.4642 0.00
H 2.4185 -4.5414 -1.8222 0.00
H 0.7644 -6.3628 -1.3362 0.00
Se 2.4450 0.3014 -0.6441 0.01
C 4.2784 -0.1656 -0.4292 0.00
C 5.0444 0.3568 0.6256 0.00
C 6.3932 0.0516 0.7647 0.00
C 7.0284 -0.7939 -0.1394 0.00
C 6.2839 -1.3341 -1.1814 0.00
C 4.9346 -1.0277 -1.3227 0.00
H 4.5582 1.0101 1.3399 0.00
H 6.9557 0.4792 1.5888 0.00
H 8.0827 -1.0252 -0.0352 0.00
H 6.7616 -1.9972 -1.8971 0.00
H 4.3679 -1.4474 -2.1466 0.00
```

What is the formula in the first record?
C34H25CoN6OS3Se

The highest multiplicity belongs to which entry?
C34H25CoN6OS3Se